Below is 2 unconnected molecules or ions with the total composition C3H7N2S2 in a non-equilibrium geometry, with properties calculated with wB97M-V/def2-TZVPD.

```
14
Properties=species:S:1:pos:R:3
C -0.67 1.28 -0.31
C -1.52 1.85 -1.18
C 0.35 0.48 -0.70
N 1.23 -0.24 -0.05
N 0.50 -1.89 1.80
S -1.31 1.47 -2.83
S 0.23 0.21 -2.82
H -0.65 1.75 0.79
H -2.12 2.64 -1.00
H 2.00 -0.62 -0.59
H 0.95 -1.02 0.77
H 0.17 -2.76 1.61
H -0.24 -1.15 1.87
H 1.08 -2.01 2.63
```

Results
E_LUMO: -4.959 eV
HOMO level: -12.82 eV
multiplicity: 1
orbital gap: 7.859 eV
charge: +1
energy above the lowest of the compared OMol25 structures with the same formula, charge and spin: 1.8465 eV
F_max: 4.5 eV Å⁻¹

How positive or negative is each atom? The Mulliken charges in e answer that:
1 C -0.302
2 C -0.144
3 C 0.455
4 N -0.514
5 N -0.772
6 S 0.070
7 S -0.032
8 H 0.257
9 H 0.441
10 H 0.286
11 H 0.408
12 H 0.244
13 H 0.335
14 H 0.269

***

Below is a molecular structure, C32H44BrF21O17S, with properties calculated with wB97M-V/def2-TZVPD.

```
116
Properties=species:S:1:pos:R:3
C 2.65 -0.66 2.65
C 1.81 -1.23 1.50
C 1.27 -2.65 1.80
C -0.24 -2.82 1.74
O -0.84 -2.43 3.00
S -1.97 -1.28 2.97
O -2.04 -0.86 4.34
O -1.13 -0.03 2.23
Br -1.69 0.27 0.52
H 3.70 -0.89 2.47
H 2.36 -1.10 3.61
H 2.57 0.42 2.72
H 2.45 -1.29 0.62
H 1.00 -0.55 1.25
H 1.55 -2.92 2.82
H 1.73 -3.38 1.13
H -0.70 -2.29 0.90
H -0.47 -3.89 1.61
C 0.07 4.48 1.39
C 0.09 5.68 0.48
O 0.54 5.34 -0.85
C -0.36 4.80 -1.66
O -1.51 4.58 -1.42
C 0.27 4.52 -3.03
F 1.48 3.96 -2.92
F 0.41 5.66 -3.72
F -0.50 3.69 -3.74
H 1.05 4.00 1.42
H -0.20 4.78 2.40
H -0.65 3.74 1.04
H 0.79 6.43 0.83
H -0.90 6.14 0.43
C 0.27 0.16 -4.50
C 0.76 -1.24 -4.23
O 2.16 -1.24 -3.85
C 2.40 -0.96 -2.58
O 1.61 -0.74 -1.71
C 3.92 -1.01 -2.31
F 4.61 -0.40 -3.28
F 4.32 -2.29 -2.26
F 4.22 -0.43 -1.16
H 0.90 0.64 -5.25
H -0.76 0.14 -4.86
H 0.31 0.77 -3.60
H 0.72 -1.86 -5.13
H 0.18 -1.73 -3.45
C 4.75 -5.29 -4.06
C 3.30 -4.97 -3.79
O 2.43 -5.79 -4.59
C 2.17 -7.00 -4.13
O 2.59 -7.50 -3.12
C 1.19 -7.72 -5.08
F 1.53 -7.55 -6.36
F -0.05 -7.23 -4.90
F 1.17 -9.02 -4.82
H 4.97 -5.20 -5.12
H 5.40 -4.61 -3.50
H 4.99 -6.31 -3.76
H 3.08 -3.95 -4.07
H 3.05 -5.09 -2.73
C 6.34 -7.36 3.99
C 5.78 -6.02 4.40
O 5.77 -5.10 3.29
C 4.73 -5.20 2.47
O 3.82 -5.97 2.54
C 4.84 -4.12 1.37
F 6.08 -4.03 0.88
F 4.50 -2.93 1.88
F 4.01 -4.40 0.36
H 7.33 -7.25 3.55
H 6.42 -8.02 4.85
H 5.70 -7.85 3.25
H 6.41 -5.55 5.15
H 4.78 -6.11 4.81
C -4.99 4.43 2.58
C -5.27 5.75 1.90
O -4.88 6.88 2.72
C -3.59 7.18 2.69
O -2.73 6.59 2.12
C -3.34 8.47 3.50
F -4.00 8.45 4.66
F -3.74 9.53 2.80
F -2.04 8.60 3.76
H -5.48 4.38 3.55
H -5.36 3.61 1.97
H -3.93 4.29 2.74
H -6.33 5.89 1.73
H -4.76 5.81 0.94
C -2.38 1.32 8.53
C -2.28 2.75 8.06
O -1.83 2.82 6.69
C -2.75 2.64 5.76
O -3.92 2.45 5.93
C -2.12 2.78 4.36
F -0.96 2.14 4.29
F -1.89 4.07 4.09
F -2.94 2.29 3.44
H -1.42 0.81 8.40
H -2.64 1.29 9.59
H -3.13 0.77 7.97
H -1.54 3.30 8.63
H -3.24 3.27 8.15
C -4.91 2.93 -6.05
C -5.52 1.54 -6.06
O -4.95 0.73 -7.12
C -3.80 0.15 -6.86
O -3.17 0.22 -5.84
C -3.35 -0.70 -8.06
F -3.52 -0.05 -9.21
F -4.06 -1.83 -8.11
F -2.06 -1.02 -7.95
H -5.03 3.40 -7.02
H -5.41 3.54 -5.30
H -3.85 2.89 -5.82
H -6.58 1.58 -6.28
H -5.39 1.03 -5.11
```

Results
E_LUMO: -0.635 eV
HOMO level: -10.28 eV
multiplicity: 1
orbital gap: 9.648 eV
charge: 0
F_max: 0.7 eV Å⁻¹

Atomic partial charges in e from the Mulliken method, atoms 1 to 99:
1 C -1.630
2 C 1.524
3 C -0.396
4 C -0.718
5 O -0.334
6 S 0.609
7 O -0.438
8 O -0.258
9 Br 0.039
10 H 0.385
11 H 0.390
12 H 0.322
13 H -0.693
14 H 0.029
15 H 0.384
16 H 0.052
17 H 0.306
18 H 0.422
19 C -0.998
20 C -0.362
21 O -0.306
22 C 0.363
23 O -0.553
24 C 0.927
25 F -0.256
26 F -0.279
27 F -0.230
28 H 0.416
29 H 0.307
30 H 0.257
31 H 0.354
32 H 0.357
33 C -0.889
34 C -0.256
35 O -0.335
36 C 0.424
37 O -0.429
38 C 0.736
39 F -0.278
40 F -0.184
41 F -0.240
42 H 0.348
43 H 0.205
44 H 0.273
45 H 0.370
46 H 0.309
47 C -1.312
48 C 0.254
49 O -0.337
50 C 0.335
51 O -0.514
52 C 0.900
53 F -0.246
54 F -0.252
55 F -0.238
56 H 0.363
57 H 0.357
58 H 0.359
59 H 0.010
60 H 0.317
61 C -1.109
62 C -0.216
63 O -0.294
64 C 0.254
65 O -0.513
66 C 0.940
67 F -0.284
68 F -0.221
69 F -0.206
70 H 0.303
71 H 0.374
72 H 0.316
73 H 0.317
74 H 0.323
75 C -0.596
76 C -0.359
77 O -0.324
78 C 0.333
79 O -0.494
80 C 0.908
81 F -0.247
82 F -0.260
83 F -0.229
84 H 0.308
85 H 0.394
86 H -0.132
87 H 0.325
88 H 0.340
89 C -1.125
90 C -0.218
91 O -0.297
92 C -0.039
93 O -0.526
94 C 1.302
95 F -0.227
96 F -0.273
97 F -0.232
98 H 0.297
99 H 0.394

***

Below is a molecular structure, C3H3IrO3 in a non-equilibrium geometry, with properties calculated with wB97M-V/def2-TZVPD.

```
10
Properties=species:S:1:pos:R:3
C 0.63 -0.92 -1.57
C 1.88 -0.81 -1.06
O -0.08 -1.33 -2.48
H 2.54 -0.04 -1.48
H 2.31 -1.69 -0.57
H -1.01 -1.00 -2.48
O 1.10 0.24 0.66
C -0.07 0.27 0.37
Ir -2.89 1.19 0.75
O -1.17 0.51 0.72
```

Results
<S²>: 6.0168
E_LUMO (spin up / spin down): -22.059 / -23.370 eV
HOMO level (spin up / spin down): -31.32 / -31.25 eV
multiplicity: 5
orbital gap (spin up / spin down): 9.265 / 7.878 eV
charge: +4
energy above the lowest of the compared OMol25 structures with the same formula, charge and spin: 3.0823 eV
F_max: 6.4 eV Å⁻¹

How positive or negative is each atom? The Mulliken charges in e answer that:
1 C 0.505
2 C 0.052
3 O 0.013
4 H 0.383
5 H 0.387
6 H 0.475
7 O -0.076
8 C 0.671
9 Ir 1.853
10 O -0.264